The following is a quantum chemistry calculation of C15H16Cl5MnNOSi as an isolated structure, from the Open Molecules 2025 dataset.

```
40
Properties=species:S:1:pos:R:3:forces:R:3
Mn 0.269 -0.883 -1.320 0.3 0.7 2.6
Cl -0.165 -1.356 -3.504 0.0 -0.7 -1.5
C -1.213 0.028 -3.194 -0.3 0.5 0.5
C -1.160 0.409 -1.865 0.1 -0.2 -0.8
C -1.927 1.508 -1.510 0.1 -0.1 0.3
Cl -1.920 2.047 0.119 0.0 0.0 0.0
C -2.696 2.177 -2.469 0.0 0.0 0.0
Cl -3.622 3.541 -2.017 0.0 0.0 0.0
C -2.714 1.742 -3.802 0.1 -0.1 0.1
Cl -3.649 2.562 -4.969 0.0 0.0 0.0
C -1.956 0.630 -4.184 -0.1 0.0 -0.2
Cl -1.945 0.043 -5.792 0.0 0.0 0.1
C 1.030 -2.602 2.502 -0.3 0.2 -0.1
Si -0.304 -1.704 1.527 -0.1 0.0 -0.4
C -1.742 -1.030 2.524 0.3 -0.2 -0.1
C -0.959 -2.832 0.129 0.2 0.3 0.2
N 0.447 -0.456 0.499 -0.1 -0.8 -0.4
C 1.137 0.657 0.960 0.4 0.9 -0.2
C 1.763 1.524 0.043 -0.2 -0.4 0.2
C 2.477 2.626 0.468 0.1 0.1 0.0
C 2.592 2.901 1.825 0.0 0.0 0.0
C 1.970 2.070 2.743 0.1 0.1 0.0
C 1.243 0.970 2.322 -0.2 -0.3 -0.3
H 0.640 -3.545 2.891 0.0 0.0 0.0
H 1.383 -2.014 3.350 0.0 0.0 0.0
H 1.896 -2.830 1.878 0.0 0.0 0.0
H -2.419 -1.832 2.824 0.0 0.0 0.0
H -2.304 -0.314 1.923 0.0 0.0 0.0
H -1.414 -0.518 3.431 0.0 0.0 0.0
H -1.459 -3.720 0.518 0.0 0.0 0.0
H -0.149 -3.209 -0.514 0.0 -0.1 0.0
H -1.709 -2.300 -0.471 0.0 -0.1 0.0
H 1.654 1.320 -1.021 0.1 0.1 0.0
H 2.951 3.280 -0.252 0.0 0.0 0.0
H 3.146 3.767 2.160 0.0 0.0 0.0
H 2.045 2.283 3.801 0.0 0.0 0.0
H 0.743 0.337 3.046 0.1 0.1 0.1
O 2.316 -1.657 -1.493 -0.3 0.0 -0.3
H 2.918 -1.914 -0.782 -0.1 0.1 0.1
H 2.804 -1.706 -2.324 0.1 0.0 0.1
```
Positions in Å, forces in eV/Å.

**Highest occupied orbital energy (alpha / beta)**: -10.831 / -11.049 eV
**Net charge**: +1
**Calculated total energy**: -4452.43879 Eh
**Multiplicity**: 5
**LUMO level (alpha / beta)**: -4.79 / -3.92 eV